28
Properties=species:S:1:pos:R:3:forces:R:3:mulliken_charge:R:1 method="wB97M-V/def2-TZVPD" e_above_lowest_kcal_mol=73.8 total_charge=0 energy_ev=-18972.0336
C -0.0710 2.2088 -0.0028 -0.129 1.075 -0.097 0.28
C 1.2461 -0.7455 2.1172 -1.494 2.155 -2.803 -0.93
C 0.0483 0.8601 0.0553 0.205 -2.782 1.684 0.07
C 1.2970 0.2332 0.9323 0.510 -0.408 0.615 1.70
C 2.0617 1.4558 1.4866 0.119 -0.014 0.272 -2.00
C 2.1391 -0.4365 -0.1674 0.094 -0.068 -0.038 -1.74
C -0.6492 -1.0585 -2.3332 -0.155 0.243 0.632 -1.14
C -2.7496 0.8483 -1.1346 0.562 -0.350 0.234 -1.11
C -1.7366 -1.6234 0.5487 0.253 0.446 -0.449 -1.11
N -0.2166 3.3601 -0.1026 0.049 0.156 0.032 -0.56
Si -1.2614 -0.2578 -0.7047 -0.244 -0.047 -0.343 0.16
H 1.4332 -1.7865 1.9553 0.169 -0.418 -0.001 0.36
H 0.9312 -0.3909 3.0774 0.058 0.127 0.426 0.36
H 1.4614 1.9904 2.2185 -0.058 0.072 0.048 0.47
H 2.3136 2.1426 0.6820 -0.022 0.050 -0.106 0.45
H 2.9861 1.1350 1.9657 0.053 0.043 -0.003 0.47
H 3.1291 -0.6829 0.2128 0.124 -0.082 0.036 0.46
H 2.2528 0.2313 -1.0194 0.014 -0.015 -0.027 0.37
H 1.6554 -1.3481 -0.5055 -0.021 -0.146 -0.117 0.36
H -1.4938 -1.4309 -2.9048 -0.225 -0.082 -0.065 0.35
H -0.1283 -0.3365 -2.9550 0.071 0.177 -0.054 0.33
H 0.0217 -1.8950 -2.1616 0.123 -0.125 0.075 0.36
H -3.1078 1.3911 -0.2657 -0.031 0.085 0.189 0.33
H -2.4705 1.5829 -1.8834 0.100 0.137 -0.133 0.33
H -3.5771 0.2680 -1.5312 -0.098 -0.203 -0.072 0.35
H -2.8152 -1.7343 0.6083 -0.200 0.036 -0.034 0.37
H -1.3254 -2.5871 0.2649 0.111 -0.173 -0.089 0.33
H -1.3744 -1.3938 1.5468 0.061 0.110 0.186 0.34